A single C18H15BrOS2 molecule at a distorted geometry, computed with ωB97M-V with the def2-TZVPD basis set.

The gap between HOMO and LUMO is 9.1 eV. The spin multiplicity is 1. The calculation puts the HOMO energy at -8.70 eV.

Structure (XYZ):
```
37
Properties=species:S:1:pos:R:3:forces:R:3
O 0.504 1.638 3.482 0.3 1.4 -0.6
Br 4.315 -0.843 0.787 0.1 0.8 -1.0
S 4.646 1.426 -1.621 -0.8 -0.9 0.4
C 3.807 2.926 -1.492 0.1 -1.2 1.8
C 3.881 0.793 -0.152 0.2 1.6 1.4
C 3.181 3.019 -0.287 -0.2 -2.2 -0.2
C 3.203 1.811 0.532 1.4 -0.2 -0.6
C 0.824 0.182 -2.970 1.4 -0.2 1.6
C -3.655 -1.108 2.998 1.3 -0.6 -0.4
C 1.404 -0.719 -2.021 -0.9 1.6 -1.6
C 0.034 1.138 -2.415 -1.6 0.6 0.6
C -3.578 0.039 2.216 0.8 0.1 -0.7
C -2.434 -1.739 3.229 0.5 -0.1 0.0
C 1.172 -0.743 -0.665 0.2 -1.1 -0.5
C -0.172 1.129 -1.002 1.0 -0.7 -0.7
C -2.328 0.521 1.657 -2.2 -0.6 0.8
C -1.197 -1.248 2.728 -1.2 -0.7 1.1
C 0.418 0.260 -0.079 -0.6 -0.5 -1.5
C -1.102 -0.127 1.944 -1.9 1.6 -0.4
S 0.871 1.929 2.038 0.1 -1.1 3.3
C 2.780 1.815 2.033 1.8 -0.1 -1.7
C 0.232 0.301 1.421 1.2 -0.5 -2.0
H 3.715 3.590 -2.302 0.2 0.7 -0.8
H 2.463 3.733 -0.046 -0.7 1.6 0.3
H 1.092 0.301 -4.028 0.0 -0.8 0.5
H -4.576 -1.635 3.326 0.6 0.9 -0.2
H 2.132 -1.323 -2.422 1.4 -2.0 -0.7
H -0.493 1.804 -3.147 0.3 -0.2 1.3
H -4.549 0.468 1.984 0.4 0.6 -0.3
H -2.484 -2.659 3.809 0.5 0.1 -0.1
H 1.533 -1.662 -0.177 0.1 0.9 0.3
H -0.844 1.743 -0.536 -1.7 2.2 0.5
H -2.489 1.376 0.996 0.7 -0.2 0.2
H -0.287 -1.728 3.018 0.4 -0.5 0.1
H 3.260 0.890 2.507 -1.4 1.2 -0.3
H 3.387 2.750 2.463 -2.2 -1.7 -0.5
H 0.914 -0.467 1.774 0.4 0.2 0.4
```
Positions in Å, forces in eV/Å.


A single C4H7NO3 molecule at a distorted geometry, computed with ωB97M-V with the def2-TZVPD basis set.

The gap between HOMO and LUMO (alpha / beta) is 8.2 / 8.2 eV. The energy above the lowest of the compared OMol25 structures with the same formula, charge and spin comes out at 335.4 kJ/mol. The spin multiplicity is 1. The calculation puts the HOMO energy (alpha / beta) at -8.12 / -8.12 eV.

Structure (XYZ):
```
15
Properties=species:S:1:pos:R:3:forces:R:3
C -0.016 -1.292 -0.243 0.2 0.0 0.7
C -0.362 -1.044 1.108 1.6 -1.3 -0.2
C 0.356 1.200 -0.943 0.7 -0.1 -0.2
C -0.835 0.234 -0.901 -1.1 1.0 2.1
N 0.488 -0.528 2.007 -0.9 0.2 -0.5
O 0.350 1.954 -2.040 -0.1 0.0 -0.2
O 1.204 1.317 -0.080 -0.1 0.0 -0.1
O -1.608 0.049 -1.842 0.1 -0.3 -0.4
H 1.123 2.541 -2.026 -0.1 -0.1 0.2
H 0.127 -0.195 2.888 0.0 -0.1 0.0
H 1.281 -0.019 1.638 0.1 0.0 -0.1
H 1.034 -1.239 -0.502 0.0 0.0 0.1
H -0.558 -2.083 -0.740 -0.2 0.1 0.0
H -1.300 -1.420 1.497 -0.2 0.3 0.0
H -1.285 0.524 0.178 0.1 0.3 -1.5
```
Positions in Å, forces in eV/Å.


A molecular structure, C11H12N2PTi at a distorted geometry, computed with ωB97M-V with the def2-TZVPD basis set.

The gap between HOMO and LUMO (alpha / beta) is 4.8 / 5.8 eV. The spin multiplicity is 3. The calculation puts the HOMO energy (alpha / beta) at -1.87 / -3.20 eV. Its net charge is -1.

Structure (XYZ):
```
27
Properties=species:S:1:pos:R:3:forces:R:3
C 0.647 0.623 -2.544 0.0 0.6 0.3
C 0.166 0.013 -3.690 0.3 -0.3 -0.8
C -0.266 -1.335 -3.798 -0.4 0.5 0.8
C -0.315 -2.188 -2.661 0.2 -0.6 -0.5
C 0.104 -1.818 -1.392 -0.4 -0.6 0.2
Ti -0.616 -0.042 -1.197 1.0 -0.1 -0.4
P 0.029 2.456 -0.443 -0.3 0.5 0.0
H 1.223 1.551 -2.625 -0.1 -0.2 -0.5
H 0.137 0.586 -4.624 0.3 -0.2 -0.1
H -0.472 -1.744 -4.792 -0.4 0.2 0.4
H 0.267 -2.546 -0.599 0.0 -0.3 -0.2
H -0.674 -3.212 -2.873 0.4 0.2 0.1
H -0.886 3.208 0.331 0.2 0.2 0.2
H 0.281 3.486 -1.400 -0.1 -0.3 0.3
H 1.178 2.714 0.340 -0.1 -0.1 0.0
N 2.884 0.029 4.625 -1.5 -0.1 -1.2
C 1.962 -0.053 3.905 0.8 -0.1 0.5
C 0.788 -0.137 3.060 2.3 -0.2 -0.4
C -0.494 -0.062 3.632 -1.7 0.3 1.1
C -1.614 -0.136 2.810 0.2 0.1 -0.1
C -1.434 -0.228 1.439 -1.3 0.2 1.1
N -0.184 -0.205 0.893 1.7 -0.3 -0.4
C 0.921 -0.250 1.682 -1.5 0.2 0.0
H -0.585 0.073 4.707 -0.1 -0.1 -0.2
H -2.621 -0.098 3.228 0.3 -0.1 -0.1
H -2.319 -0.327 0.785 0.5 0.0 0.0
H 1.893 -0.358 1.202 -0.3 0.2 0.0
```
Positions in Å, forces in eV/Å.


A single C26H28FN7O2S molecule at a distorted geometry, computed with ωB97M-V with the def2-TZVPD basis set.

The gap between HOMO and LUMO is 9.4 eV. Its structure (SMILES) is CC(C)CCNC(=O)[C@@H](c1ccncc1)N(Cc1cccs1)C(=O)Cn1nnc(-c2ccc(F)cc2)n1. The spin multiplicity is 1. The calculation puts the HOMO energy at -9.16 eV.

Structure (XYZ):
```
65
Properties=species:S:1:pos:R:3:forces:R:3
C -6.534 -2.396 -1.037 0.1 0.3 -0.1
C -5.921 -1.040 -0.691 0.1 -0.3 0.2
C -6.686 -0.401 0.466 0.1 0.0 -0.3
C -4.436 -1.214 -0.358 -0.2 0.4 -0.2
C -3.702 0.113 -0.166 -0.2 -0.1 0.1
N -2.275 -0.091 -0.059 -0.2 -0.1 -0.4
C -1.594 0.124 1.072 0.4 0.0 -0.1
O -2.078 0.537 2.106 -0.1 0.0 0.4
C -0.078 -0.156 0.964 -0.2 -0.1 0.1
C 0.272 -1.606 0.717 0.1 -0.3 0.1
C -0.654 -2.631 0.848 0.2 0.1 0.1
C -0.231 -3.936 0.640 -0.3 0.1 0.1
N 1.009 -4.262 0.326 0.1 -0.6 -0.1
C 1.893 -3.286 0.215 0.2 0.3 0.0
C 1.584 -1.951 0.408 -0.2 -0.1 0.1
N 0.569 0.715 -0.021 0.1 -0.2 0.3
C 0.988 2.011 0.490 0.0 0.3 -0.1
C -0.199 2.900 0.674 -0.1 0.3 -0.2
C -0.742 3.364 1.830 0.3 -0.1 -0.3
C -1.919 4.118 1.625 -0.2 0.1 -0.1
C -2.261 4.209 0.318 0.1 -0.1 -0.2
S -1.150 3.382 -0.700 0.1 0.0 0.5
C 0.502 0.387 -1.322 0.1 0.1 -0.4
O -0.110 -0.585 -1.735 0.0 0.0 -0.3
C 1.301 1.239 -2.319 -0.7 0.0 -0.1
N 2.691 0.924 -2.191 0.9 -0.1 0.2
N 3.445 0.560 -3.199 -0.8 0.1 -0.9
N 4.610 0.302 -2.733 0.7 -0.2 0.1
C 4.555 0.511 -1.400 -1.0 0.3 -0.3
C 5.665 0.321 -0.493 0.4 -0.1 0.3
C 5.500 0.537 0.874 0.1 -0.1 -0.3
C 6.562 0.353 1.737 0.2 -0.1 0.1
C 7.781 -0.047 1.217 -0.1 0.0 -0.1
F 8.819 -0.225 2.057 -0.1 0.0 -0.1
C 7.967 -0.269 -0.137 0.1 0.0 0.2
C 6.901 -0.084 -0.994 -0.2 0.1 0.1
N 3.335 0.909 -1.042 0.5 -0.1 0.4
H -7.582 -2.284 -1.303 -0.1 -0.1 0.0
H -6.466 -3.070 -0.186 0.0 -0.1 0.1
H -6.014 -2.851 -1.877 0.0 -0.1 -0.1
H -6.004 -0.388 -1.568 0.0 0.0 0.0
H -7.747 -0.347 0.231 -0.1 0.0 0.0
H -6.332 0.607 0.663 0.0 0.1 0.1
H -6.566 -0.993 1.371 0.0 -0.1 0.2
H -3.952 -1.759 -1.173 0.0 -0.1 0.0
H -4.338 -1.812 0.551 0.0 -0.1 0.0
H -4.017 0.608 0.754 0.0 0.0 -0.2
H -3.900 0.774 -1.017 -0.1 0.0 0.1
H -1.791 -0.506 -0.849 0.1 0.1 0.2
H 0.337 0.116 1.943 -0.2 0.0 -0.2
H -1.680 -2.426 1.110 -0.1 0.0 0.0
H -0.924 -4.762 0.727 -0.1 0.0 0.0
H 2.900 -3.592 -0.038 0.1 0.1 0.0
H 2.348 -1.192 0.311 0.1 0.1 0.0
H 1.474 1.859 1.458 0.0 0.0 -0.1
H 1.727 2.453 -0.177 -0.1 -0.1 0.2
H -0.325 3.169 2.801 0.1 -0.1 0.2
H -2.488 4.561 2.422 -0.1 0.1 0.1
H -3.099 4.709 -0.125 -0.2 0.1 0.0
H 1.001 0.944 -3.327 0.0 0.1 0.2
H 1.123 2.309 -2.184 0.1 -0.1 -0.1
H 4.537 0.850 1.246 -0.1 0.0 0.1
H 6.460 0.514 2.799 0.0 0.0 0.1
H 8.934 -0.581 -0.500 0.1 0.0 0.0
H 7.006 -0.247 -2.055 0.1 0.0 -0.1
```
Positions in Å, forces in eV/Å.


2 unconnected molecules or ions with the total composition C4H10NO2 at a distorted geometry, computed with ωB97M-V with the def2-TZVPD basis set.

The gap between HOMO and LUMO is 11.7 eV. The energy above the lowest of the compared OMol25 structures with the same formula, charge and spin comes out at 105.1 kJ/mol. The spin multiplicity is 1. The calculation puts the HOMO energy at -15.07 eV. Its net charge is +1.

Structure (XYZ):
```
17
Properties=species:S:1:pos:R:3:forces:R:3
C -0.874 -0.566 1.390 0.2 0.6 -0.3
C -0.416 0.335 2.237 0.0 0.2 -0.2
N -1.907 -0.144 0.415 -0.6 -0.4 0.9
H -0.505 -1.561 1.225 0.3 -0.1 -0.2
H 0.557 0.268 2.705 -0.3 -0.5 0.5
H -0.981 1.247 2.406 0.3 0.2 -0.2
H -2.517 -0.927 0.174 -0.1 0.2 -0.2
H -2.480 0.601 0.815 -0.1 0.0 0.0
H -1.441 0.231 -0.444 0.3 -0.2 -0.3
O -0.366 0.271 -1.728 -0.5 0.0 0.3
C 0.822 0.019 -1.670 0.7 0.0 0.0
O 1.420 -0.729 -2.585 -0.3 -0.1 0.0
C 1.804 0.458 -0.624 -0.3 -0.3 -0.2
H 0.734 -1.067 -3.185 0.1 0.1 -0.2
H 2.131 -0.441 -0.105 0.3 -0.1 0.0
H 1.361 1.109 0.116 0.0 0.3 -0.2
H 2.658 0.894 -1.141 0.0 0.1 0.2
```
Positions in Å, forces in eV/Å.


A single C15H21NO molecule at a distorted geometry, computed with ωB97M-V with the def2-TZVPD basis set.

The gap between HOMO and LUMO is 8.8 eV. The energy above the lowest of the compared OMol25 structures with the same formula, charge and spin comes out at 222.9 kJ/mol. Its structure (SMILES) is CCC(=O)c1c(CC)c2n3c1CC[C@H]3CCC2. The spin multiplicity is 1. The calculation puts the HOMO energy at -7.91 eV.

Structure (XYZ):
```
38
Properties=species:S:1:pos:R:3:forces:R:3
C 0.119 1.446 -4.023 0.5 -1.3 0.2
C 0.053 0.591 -2.726 0.0 0.5 -1.0
C 1.288 0.705 -1.870 2.4 1.5 -0.8
O 2.376 1.176 -2.269 -2.1 -0.7 -0.2
C 1.205 0.447 -0.459 -0.3 -2.3 1.0
C 0.624 -0.678 0.309 0.2 1.5 -2.0
C -0.141 -1.817 -0.240 1.2 -2.6 1.0
C -1.589 -1.623 -0.369 -1.9 1.2 2.3
C 0.757 -0.381 1.629 -0.4 0.9 0.2
N 1.401 0.842 1.691 0.4 -1.4 -0.1
C 1.766 1.285 0.446 -1.2 -0.4 1.0
C 2.287 2.643 0.552 -0.4 0.7 1.4
C 1.616 3.048 1.911 -0.5 -2.2 0.3
C 1.634 1.744 2.800 0.3 -0.3 -0.6
C 0.597 1.424 3.878 -1.3 0.3 2.3
C 0.457 -0.137 4.118 1.6 0.2 -0.7
C 0.039 -0.936 2.834 3.3 0.1 1.1
H 0.116 2.511 -3.924 0.6 0.7 0.8
H 0.977 1.109 -4.587 0.3 0.3 -0.3
H -0.748 1.332 -4.637 -0.8 -0.8 -0.4
H -0.046 -0.509 -2.955 -0.4 1.1 0.2
H -0.783 1.017 -2.166 -0.1 -0.8 0.3
H 0.205 -2.365 -1.146 0.6 0.8 0.6
H -0.081 -2.569 0.612 0.3 0.2 -1.2
H -1.905 -0.751 -0.913 0.1 0.4 -0.5
H -2.075 -2.488 -0.811 -0.3 -0.2 0.4
H -1.907 -1.388 0.726 -0.3 -0.7 -1.9
H 2.030 3.321 -0.250 0.0 0.0 -0.3
H 3.361 2.649 0.721 0.2 0.1 -0.3
H 0.565 3.292 1.870 -0.3 0.4 -0.6
H 2.153 3.784 2.356 1.4 2.6 1.4
H 2.612 1.545 3.270 0.0 0.2 -0.4
H 0.834 1.888 4.932 -0.1 -0.6 -2.1
H -0.407 1.841 3.620 0.6 -0.3 -0.1
H -0.135 -0.474 4.948 -1.1 0.6 0.3
H 1.447 -0.492 4.539 -0.5 0.3 -1.1
H -0.993 -0.974 2.669 -1.6 0.2 -0.1
H 0.400 -1.955 3.026 -0.3 0.0 -0.2
```
Positions in Å, forces in eV/Å.


> spin multiplicity of number 5 (C4H10NO2)?

1